# C60H180N27O17P11

11 unconnected molecules or ions with the total composition C60H180N27O17P11 (ωB97M-V with the def2-TZVPD basis set, the OMol25 dataset).

The molar mass is 1892.99 g/mol. The calculation puts the lowest unoccupied orbital energy at 0.30 eV. Its structure (SMILES) is CN(C)P(=O)(N(C)C)N(C)C.CN(C)P(=O)(N(C)C)N(C)C.CN(C)P(=O)(N(C)C)N(C)C.CN(C)P(=O)(N(C)C)N(C)C.CN(C)P(=O)(N(C)C)N(C)C.CN(C)P(=O)(N(C)C)N(C)C.CN(C)P(=O)(N(C)C)N(C)C.CN(C)P(=O)(N(C)C)N(C)C.CN(C)P(=O)(N(C)C)N(C)C.COP(=O)(OC)OC.COP(=O)(OC)OC. For the energy above the lowest of the compared OMol25 structures with the same formula, charge and spin, the calculation gives 0.00 kJ/mol. The HOMO-LUMO gap is 8.325 eV.

Bonds (Å) are listed after each position.
Positions of all 295 atoms, in Å:
1 H 5.25419 -1.62855 0.70490  C270 1.078
2 H 1.32655 5.53622 -4.35127  C174 1.109
3 C 3.56853 6.43849 2.09325  H24 1.094, H139 1.110, H232 1.094, N275 1.418
4 N -2.70168 3.77724 3.49995  P22 1.644, C113 1.413, C131 1.480
5 H -2.69308 -1.33108 -0.79730  C51 1.066
6 C -6.67717 4.76810 -2.41033  H53 1.085, H167 1.092, N218 1.451, H293 1.080
7 O -5.24102 -0.35405 3.00587  P135 1.546, C256 1.483
8 H 5.25201 1.87572 -0.31210  C110 1.133
9 H 0.85008 -2.84180 3.36045  C52 1.115
10 H -1.05356 -4.29949 -3.85706  C140 1.084
11 H 1.43951 1.83310 0.20542  C117 1.140
12 O -3.42937 -0.78524 -7.66093  P107 1.455
13 C -7.12887 -2.72231 2.05157  H64 1.130, H74 1.086, H186 1.093, O264 1.413
14 H 1.31636 -1.35506 4.13791  C52 1.099
15 C 2.28142 5.44057 -7.07077  H207 1.066, H258 1.074, H265 1.087, N294 1.459
16 H -0.28494 -8.73520 -1.31949  C239 1.080
17 C 4.71389 -0.88350 5.59596  H63 1.095, O159 1.412, H161 1.097, H277 1.117
18 H -3.81583 -4.02226 -5.01914  C143 1.098
19 H -2.05154 -5.88415 6.65068  C43 1.092
20 H -2.01087 -1.37521 6.16489  C193 1.100
21 H 7.46344 -2.60277 3.04915  C187 1.147
22 P -1.12507 4.02110 3.10412  N4 1.644, N154 1.745, N221 1.701, O223 1.470
23 H -1.51351 1.36614 1.40217  C26 1.068
24 H 4.33218 6.80052 2.78845  C3 1.094
25 C -7.13688 0.58165 -0.33438  H46 1.136, H61 1.075, H160 1.101, N216 1.469
26 C -1.08014 0.39787 1.52766  H23 1.068, H103 1.084, N247 1.403, H253 1.085
27 C 8.76352 -4.88200 1.03811  H36 1.125, H38 1.085, N41 1.416, H292 1.094
28 H -5.36556 -3.67428 -8.55054  C99 1.102
29 H 8.15120 -2.23550 1.44734  C187 1.105
30 H 0.81093 5.45938 2.11433  C31 1.080
31 C 0.04550 5.78772 1.42716  H30 1.080, N154 1.440, H162 1.123, H200 1.105
32 N 0.00261 1.35770 -1.29616  C109 1.452, C117 1.462, P169 1.673
33 H 7.01599 5.12716 -0.16148  C180 1.091
34 H -1.20183 4.20222 6.24037  C94 1.091
35 H 0.87206 0.34723 -5.30187  C171 1.077
36 H 9.00242 -4.31502 0.09670  C27 1.125
37 N -3.48954 -0.98060 -5.13351  C92 1.459, P107 1.651, C121 1.452
38 H 8.44487 -5.89460 0.81529  C27 1.085
39 N 1.00469 -4.37526 5.52523  C75 1.465, P112 1.659, C202 1.394
40 O 5.63300 1.42040 4.26981  C188 1.432, P289 1.601
41 N 7.74409 -4.21013 1.75597  C27 1.416, C187 1.402, P213 1.631
42 H -2.52061 -1.58077 4.46504  C193 1.093
43 C -2.00198 -5.95053 5.56170  H19 1.092, H153 1.136, N215 1.468, H286 1.098
44 H -3.26997 5.76248 3.71066  C113 1.076
45 N -4.36614 -2.97198 -6.80187  C99 1.456, P107 1.597, C143 1.459
46 H -6.26051 0.46751 -1.04807  C25 1.136
47 H -0.71100 -4.02995 -7.59978  C50 1.062
48 H -0.08861 6.98080 5.09302  C272 1.075
49 H -9.29028 4.43028 1.96286  C168 1.063
50 C -1.50006 -3.33749 -7.75878  H47 1.062, H78 1.101, H211 1.108, N284 1.504
51 C -2.61129 -0.82801 0.13845  H5 1.066, H87 1.073, N247 1.435, H262 1.094
52 C 0.42904 -1.94881 3.87903  H9 1.115, H14 1.099, N60 1.462, H235 1.079
53 H -7.72923 4.50354 -2.40764  C6 1.085
54 O 6.17816 -5.74656 0.57988  P213 1.457
55 H -5.52040 -3.89144 -5.31999  C143 1.086
56 H 0.53499 -2.11325 0.90700  C276 1.075
57 H 2.92976 2.57667 -3.38300  C271 1.103
58 O -5.20741 -1.60510 5.16848  C95 1.432, P135 1.597
59 H 4.69893 -7.41417 3.72889  C242 1.115
60 N -0.53759 -2.35997 4.89647  C52 1.462, P112 1.621, C193 1.490
61 H -7.87014 -0.18156 -0.52269  C25 1.075
62 H 0.22391 -2.34569 -6.06468  C72 1.111
63 H 3.68937 -0.68623 5.92927  C17 1.095
64 H -8.24424 -2.69220 1.87109  C13 1.130
65 C 4.84529 6.98587 -2.35930  H86 1.179, H93 1.144, H245 1.082, N290 1.486
66 C -7.35078 5.68407 0.72050  H89 1.061, H230 1.097, N260 1.443, H280 1.091
67 N 5.87425 -5.75058 3.08509  C190 1.444, P213 1.687, C242 1.502
68 H 0.74352 -2.45361 -2.65240  C205 1.084
69 H -1.11673 6.90235 3.68286  C272 1.105
70 H -0.78552 -7.35346 0.75919  C127 1.115
71 H 4.18231 -3.89312 3.36513  C229 1.117
72 C -0.74076 -1.81852 -5.90561  H62 1.111, H90 1.140, H219 1.090, N284 1.443
73 H 1.78200 -6.26044 5.19119  C202 1.086
74 H -6.71112 -3.71081 1.88398  C13 1.086
75 C 1.97992 -3.79609 6.45231  N39 1.465, H179 1.060, H236 1.117, H282 1.118
76 H -1.26763 -0.37589 4.95809  C193 1.119
77 O -4.36801 -2.62589 2.93222  P135 1.446
78 H -2.37384 -3.94150 -8.04936  C50 1.101
79 H -0.52149 2.62471 -2.79950  C109 1.074
80 H -3.21139 4.71550 1.10278  C243 1.042
81 H -3.65797 2.09524 4.38570  C131 1.066
82 H 2.14659 -1.50312 1.35562  C276 1.086
83 H -0.05376 4.77830 -4.67854  C174 1.098
84 H -1.93411 1.72847 -5.74430  C263 1.068
85 H -1.69025 -3.43842 3.25640  C157 1.098
86 H 4.02275 6.35300 -2.91796  C65 1.179
87 H -2.99228 -1.39216 0.96778  C51 1.073
88 H 4.38872 -6.24233 -1.13216  C114 1.112
89 H -8.05248 6.42127 0.42182  C66 1.061
90 H -0.66774 -0.78216 -6.37459  C72 1.140
91 H -6.00774 1.53909 2.67065  C256 1.100
92 C -3.04746 -1.53306 -3.85785  N37 1.459, H165 1.096, H209 1.056, H249 1.084
93 H 5.88989 6.88070 -2.81332  C65 1.144
94 C -0.28077 4.26130 5.65860  H34 1.091, H116 1.097, H141 1.094, N221 1.487
95 C -4.91895 -2.79093 5.91777  O58 1.432, H130 1.059, H163 1.101, H199 1.108
96 C -4.58194 4.13032 -1.42556  H138 1.105, H183 1.094, N218 1.440, H288 1.094
97 H -4.49536 -5.02667 -6.30879  C143 1.109
98 O -0.63760 -1.00882 -2.11303  P169 1.479
99 C -5.36626 -2.82393 -7.85003  H28 1.102, N45 1.456, H134 1.088, H248 1.135
100 C 5.72973 7.53154 -0.16376  H144 1.109, H155 1.122, H225 1.077, N290 1.445
101 H 6.30144 -7.79318 3.23085  C242 1.055
102 N 0.68411 -4.51103 -2.57444  C140 1.526, P147 1.660, C205 1.473
103 H -1.54259 -0.06364 2.39299  C26 1.084
104 C 2.47611 -6.46629 -3.69092  H128 1.121, H156 1.128, H177 1.061, N274 1.477
105 H 3.93395 2.45922 -4.75957  C271 1.096
106 H 4.59345 -3.03726 -0.19850  C270 1.113
107 P -3.35059 -1.75880 -6.58308  O12 1.455, N37 1.651, N45 1.597, N284 1.725
108 H -7.25832 0.30380 2.71642  C256 1.072
109 C -1.03119 2.01084 -2.07984  N32 1.452, H79 1.074, H257 1.093, H291 1.113
110 C 4.82172 2.66981 -0.99675  H8 1.133, N176 1.454, H192 1.147, H246 1.105
111 H 3.24471 -3.92909 1.72646  C229 1.129
112 P -0.52510 -3.76060 5.71315  N39 1.659, N60 1.621, O133 1.510, N215 1.657
113 C -3.57216 4.77147 3.99994  N4 1.413, H44 1.076, H151 1.063, H251 1.150
114 C 3.56285 -6.93837 -1.39752  H88 1.112, H142 1.099, H210 1.093, N274 1.482
115 H 5.30057 4.75502 2.77286  C149 1.097
116 H 0.03276 3.24084 5.40486  C94 1.097
117 C 0.72643 2.35740 -0.51321  H11 1.140, N32 1.462, H212 1.075, H259 1.094
118 O 5.03591 0.35660 1.93432  P289 1.489
119 H 3.75005 -2.39097 2.53429  C229 1.073
120 H -4.69348 0.24315 -3.94282  C121 1.197
121 C -4.30047 0.22230 -5.07318  N37 1.452, H120 1.197, H255 1.062, H279 1.067
122 H -1.78953 3.45645 -5.88232  C263 1.137
123 H 0.14041 1.22486 -8.38922  C170 1.045
124 H 2.27708 0.67895 -1.59870  C184 1.117
125 H -1.11533 2.48466 -8.60406  C170 1.152
126 H -1.27061 -3.59817 -2.27959  C140 1.099
127 C -0.87155 -6.54994 -0.00872  H70 1.115, N227 1.496, H254 1.099, H285 1.089
128 H 3.47346 -6.14290 -4.08749  C104 1.121
129 H 7.53656 2.23045 4.69711  C188 1.084
130 H -4.67811 -2.43599 6.88585  C95 1.059
131 C -3.25557 2.40628 3.44888  N4 1.480, H81 1.066, H224 1.116, H269 1.063
132 H 4.87256 3.50129 1.49451  C149 1.110
133 O -1.06358 -3.70404 7.12225  P112 1.510
134 H -5.10319 -1.92017 -8.39606  C99 1.088
135 P -5.34306 -1.78260 3.58762  O7 1.546, O58 1.597, O77 1.446, O264 1.615
136 N 1.80834 2.21150 -5.10253  C171 1.420, P173 1.657, C271 1.468
137 H 5.15179 -4.75951 4.77596  C190 1.044
138 H -4.34920 5.18584 -1.19713  C96 1.105
139 H 2.63109 6.01427 2.51082  C3 1.110
140 C -0.82299 -4.45053 -2.80901  H10 1.084, N102 1.526, H126 1.099, H191 1.082
141 H 0.51394 4.73651 6.24030  C94 1.094
142 H 3.91552 -7.87807 -1.84413  C114 1.099
143 C -4.56708 -4.03315 -5.82048  H18 1.098, N45 1.459, H55 1.086, H97 1.109
144 H 5.24319 8.50525 -0.37441  C100 1.109
145 H -1.36873 0.82445 -7.70035  C170 1.125
146 H 5.01880 -7.36111 1.97961  C242 1.095
147 P 1.29979 -5.54334 -1.42906  N102 1.660, O150 1.468, N227 1.694, N274 1.634
148 N -0.15487 2.23786 -6.65636  C170 1.466, P173 1.677, C263 1.449
149 C 4.51257 4.33272 2.13650  H115 1.097, H132 1.110, H233 1.082, N275 1.462
150 O 1.63947 -5.01812 -0.10121  P147 1.468
151 H -3.60100 4.68601 5.05935  C113 1.063
152 H 1.42694 1.46813 3.61008  C252 1.051
153 H -1.42269 -6.85947 5.20372  C43 1.136
154 N -1.20198 5.16561 1.78886  P22 1.745, C31 1.440, C243 1.457
155 H 6.74232 7.63866 -0.63520  C100 1.122
156 H 1.59746 -5.84620 -4.03097  C104 1.128
157 C -1.84981 -4.50327 3.47202  H85 1.098, N215 1.445, H241 1.070, H266 1.151
158 O 2.24964 2.57381 -7.73299  P173 1.526
159 O 5.01498 -0.92944 4.21749  C17 1.412, P289 1.575
160 H -6.79254 0.60754 0.71094  C25 1.101
161 H 4.89956 -1.83944 6.10053  C17 1.097
162 H 0.01213 6.90652 1.51320  C31 1.123
163 H -4.08482 -3.34278 5.45852  C95 1.101
164 H -1.09455 -7.89105 -2.57144  C239 1.142
165 H -2.34474 -0.90255 -3.30148  C92 1.096
166 H 3.08702 -0.85242 -1.16653  C184 1.081
167 H -6.56417 5.78491 -2.02878  C6 1.092
168 C -9.16557 4.05334 0.97654  H49 1.063, H194 1.088, H238 1.093, N260 1.483
169 P -0.22757 -0.25393 -0.90855  N32 1.673, O98 1.479, N217 1.632, N247 1.673
170 C -0.66981 1.67995 -7.91073  H123 1.045, H125 1.152, H145 1.125, N148 1.466
171 C 1.55452 0.88469 -4.66569  H35 1.077, N136 1.420, H172 1.114, H278 1.184
172 H 1.17821 0.86428 -3.61737  C171 1.114
173 P 1.37209 2.92119 -6.53439  N136 1.657, N148 1.677, O158 1.526, N294 1.714
174 C 0.70338 5.33579 -5.24593  H2 1.109, H83 1.098, N294 1.454, H295 1.097
175 H -0.75529 2.54424 -4.69705  C263 1.088
176 N 5.23821 4.00191 -0.58848  C110 1.454, C180 1.508, P250 1.665
177 H 2.31902 -7.47633 -3.97363  C104 1.061
178 H -2.03305 3.96935 0.19628  C243 1.081
179 H 1.46766 -3.05629 7.01261  C75 1.060
180 C 6.71700 4.08779 -0.30399  H33 1.091, N176 1.508, H204 1.083, H273 1.121
181 N 5.31818 -3.46133 1.70973  P213 1.654, C229 1.458, C270 1.479
182 H -1.67039 6.38138 5.26311  C272 1.065
183 H -4.06241 3.79167 -2.32686  C96 1.094
184 C 2.44898 -0.06769 -0.78565  H124 1.117, H166 1.081, H206 1.092, N217 1.413
185 H 1.93196 -2.65284 -0.02745  C276 1.109
186 H -6.71191 -2.05178 1.29648  C13 1.093
187 C 8.20237 -2.98373 2.25832  H21 1.147, H29 1.105, N41 1.402, H220 1.036
188 C 6.95443 1.81297 3.88383  O40 1.432, H129 1.084, H196 1.108, H268 1.070
189 H 6.37147 -5.92370 5.11983  C190 1.108
190 C 6.03715 -5.15812 4.39159  N67 1.444, H137 1.044, H189 1.108, H234 1.089
191 H -1.26446 -5.39620 -2.52406  C140 1.082
192 H 5.16754 2.36977 -2.04858  C110 1.147
193 C -1.66360 -1.41005 5.12205  H20 1.100, H42 1.093, N60 1.490, H76 1.119
194 H -10.02727 4.36341 0.38984  C168 1.088
195 O 3.27602 0.72880 3.94569  C252 1.480, P289 1.624
196 H 7.54009 0.99405 3.42156  C188 1.108
197 H 2.88744 3.93120 -4.61496  C271 1.095
198 H 0.77048 -7.98337 -2.54902  C239 1.103
199 H -5.79689 -3.46562 5.95659  C95 1.108
200 H 0.44887 5.58395 0.41927  C31 1.105
201 O 2.83919 4.92392 -1.04730  P250 1.525
202 C 1.49411 -5.35590 4.66439  N39 1.394, H73 1.086, H203 1.098, H237 1.159
203 H 0.83708 -5.50774 3.79845  C202 1.098
204 H 6.93536 3.63297 0.65446  C180 1.083
205 C 1.39069 -3.27276 -2.94405  H68 1.084, N102 1.473, H222 1.152, H228 1.111
206 H 3.09924 0.34853 -0.01282  C184 1.092
207 H 1.93281 6.36176 -7.47893  C15 1.066
208 H 2.53376 2.13771 2.55587  C252 1.051
209 H -2.55926 -2.44172 -4.08327  C92 1.056
210 H 3.13189 -7.26822 -0.44841  C114 1.093
211 H -1.23630 -2.62875 -8.56836  C50 1.108
212 H 1.30406 3.01108 -1.14228  C117 1.075
213 P 6.23853 -4.83567 1.71541  N41 1.631, O54 1.457, N67 1.687, N181 1.654
214 H -8.20671 2.10570 -2.56886  C267 1.098
215 N -1.58082 -4.72371 4.87484  C43 1.468, P112 1.657, C157 1.445
216 N -7.74328 1.91054 -0.48636  C25 1.469, C267 1.443, P281 1.701
217 N 1.23967 -0.59428 -0.27907  P169 1.632, C184 1.413, C276 1.484
218 N -6.00261 3.89886 -1.46365  C6 1.451, C96 1.440, P281 1.720
219 H -0.91131 -1.66898 -4.83927  C72 1.090
220 H 9.19240 -3.02053 2.56275  C187 1.036
221 N -0.45830 4.95845 4.35774  P22 1.701, C94 1.487, C272 1.483
222 H 1.60402 -3.10466 -4.06370  C205 1.152
223 O -0.46000 2.73563 2.84745  P22 1.470
224 H -4.06384 2.39553 2.67873  C131 1.116
225 H 5.86639 7.24742 0.86598  C100 1.077
226 H 2.01969 0.48011 2.22655  C252 1.104
227 N 0.07249 -6.67948 -1.16156  C127 1.496, P147 1.694, C239 1.434
228 H 2.35198 -3.18704 -2.39312  C205 1.111
229 C 4.01838 -3.41600 2.36829  H71 1.117, H111 1.129, H119 1.073, N181 1.458
230 H -7.16797 5.72574 1.80161  C66 1.097
231 H -6.45923 0.87152 4.21602  C256 1.074
232 H 3.25793 7.33023 1.54106  C3 1.094
233 H 3.68316 4.01406 2.75436  C149 1.082
234 H 6.81605 -4.40264 4.48187  C190 1.089
235 H -0.15690 -1.43318 3.13415  C52 1.079
236 H 2.79931 -3.38915 5.81168  C75 1.117
237 H 2.50257 -4.98902 4.22646  C202 1.159
238 H -9.24970 2.97742 1.14874  C168 1.093
239 C -0.14259 -7.86372 -1.94154  H16 1.080, H164 1.142, H198 1.103, N227 1.434
240 H -9.29435 1.09921 -1.56176  C267 1.094
241 H -2.88483 -4.63719 3.23597  C157 1.070
242 C 5.47592 -7.19345 2.96084  H59 1.115, N67 1.502, H101 1.055, H146 1.095
243 C -2.22356 4.84628 0.79965  H80 1.042, N154 1.457, H178 1.081, H287 1.046
244 H 6.40845 -2.81926 -0.01959  C270 1.122
245 H 4.60095 8.03427 -2.46888  C65 1.082
246 H 3.72065 2.70952 -1.08033  C110 1.105
247 N -1.26212 -0.41300 0.39676  C26 1.403, C51 1.435, P169 1.673
248 H -6.40379 -2.68222 -7.41201  C99 1.135
249 H -3.91754 -1.68074 -3.22834  C92 1.084
250 P 4.16902 5.26141 -0.38085  N176 1.665, O201 1.525, N275 1.661, N290 1.635
251 H -4.67540 4.61424 3.71468  C113 1.150
252 C 2.25097 1.22976 3.00339  H152 1.051, O195 1.480, H208 1.051, H226 1.104
253 H -0.01607 0.52299 1.70158  C26 1.085
254 H -0.62447 -5.65164 0.57483  C127 1.099
255 H -3.75728 1.07217 -5.40641  C121 1.062
256 C -6.34445 0.62249 3.17731  O7 1.483, H91 1.100, H108 1.072, H231 1.074
257 H -1.63749 2.66338 -1.44726  C109 1.093
258 H 2.71955 4.84955 -7.85333  C15 1.074
259 H 0.05675 2.96810 0.09951  C117 1.094
260 N -7.89765 4.41691 0.29940  C66 1.443, C168 1.483, P281 1.624
261 O -5.88067 2.90535 1.03559  P281 1.497
262 H -3.30832 0.00491 0.00536  C51 1.094
263 C -1.20101 2.50303 -5.68921  H84 1.068, H122 1.137, N148 1.449, H175 1.088
264 O -6.87770 -2.22682 3.35074  C13 1.413, P135 1.615
265 H 3.10062 5.70704 -6.40765  C15 1.087
266 H -1.26223 -5.12146 2.69978  C157 1.151
267 C -8.67724 2.00257 -1.58195  H214 1.098, N216 1.443, H240 1.094, H283 1.164
268 H 6.74366 2.59459 3.18415  C188 1.070
269 H -2.54144 1.68413 3.13604  C131 1.063
270 C 5.40816 -2.66791 0.46458  H1 1.078, H106 1.113, N181 1.479, H244 1.122
271 C 2.95769 2.85051 -4.45116  H57 1.103, H105 1.096, N136 1.468, H197 1.095
272 C -0.83019 6.37216 4.60874  H48 1.075, H69 1.105, H182 1.065, N221 1.483
273 H 7.33168 3.61327 -1.11209  C180 1.121
274 N 2.50540 -6.30817 -2.22292  C104 1.477, C114 1.482, P147 1.634
275 N 4.17849 5.45997 1.26829  C3 1.418, C149 1.462, P250 1.661
276 C 1.49697 -1.80517 0.53953  H56 1.075, H82 1.086, H185 1.109, N217 1.484
277 H 5.31274 -0.04128 6.01988  C17 1.117
278 H 2.55836 0.25744 -4.64416  C171 1.184
279 H -5.15892 0.17723 -5.70446  C121 1.067
280 H -6.42656 5.86726 0.17140  C66 1.091
281 P -6.80935 3.27268 -0.08013  N216 1.701, N218 1.720, N260 1.624, O261 1.497
282 H 2.41144 -4.57189 7.13126  C75 1.118
283 H -9.43062 2.87716 -1.43037  C267 1.164
284 N -1.82172 -2.55539 -6.51529  C50 1.504, C72 1.443, P107 1.725
285 H -1.91817 -6.59369 -0.30718  C127 1.089
286 H -3.00640 -6.24288 5.22664  C43 1.098
287 H -2.21806 5.60303 0.07766  C243 1.046
288 H -4.17678 3.63078 -0.54084  C96 1.094
289 P 4.76816 0.39304 3.39878  O40 1.601, O118 1.489, O159 1.575, O195 1.624
290 N 4.94608 6.59118 -0.93072  C65 1.486, C100 1.445, P250 1.635
291 H -1.72695 1.27496 -2.54257  C109 1.113
292 H 9.63787 -4.93514 1.69327  C27 1.094
293 H -6.34466 4.64327 -3.42999  C6 1.080
294 N 1.29704 4.62543 -6.36755  C15 1.459, P173 1.714, C174 1.454
295 H 0.33939 6.32560 -5.54931  C174 1.097